1.
Below is C6H24N12O6Tl as an isolated structure at a distorted geometry, with properties calculated with ωB97M-V with the def2-TZVPD basis set.

Properties
- Energy relative to the best compared isomer or geometry (same formula, charge and spin): 935.2 kJ/mol
- Orbital gap: 1.61 eV
- Charge: +3

Positions of all 49 atoms, in Å:
Tl -0.41 0.24 -0.73
C -4.73 0.06 2.21
O -4.19 0.01 1.11
N -4.07 0.11 3.35
N -5.99 0.35 2.30
H -4.59 0.01 4.21
H -3.10 -0.14 3.27
H -6.33 0.26 3.25
H -6.50 0.58 1.46
C 3.42 -3.44 0.38
O 2.95 -2.37 0.11
N 2.63 -4.50 0.56
N 4.63 -3.75 0.58
H 1.69 -4.40 0.19
H 3.10 -5.39 0.60
H 5.31 -3.05 0.33
H 4.82 -4.69 0.91
C -1.76 4.10 2.93
O -1.30 3.24 2.13
N -1.35 5.35 2.98
N -2.59 3.90 3.93
H -0.88 5.67 2.15
H -1.75 6.00 3.64
H -2.80 4.62 4.62
H -2.95 2.96 4.00
C 3.87 0.87 -4.20
O 2.96 0.67 -3.43
N 4.97 1.50 -3.94
N 3.87 0.46 -5.48
H 5.70 1.61 -4.63
H 4.99 2.23 -3.24
H 3.06 -0.08 -5.77
H 4.71 0.38 -6.04
C 0.27 -1.66 4.42
O -0.28 -1.23 3.45
N 1.49 -1.53 4.64
N -0.34 -2.17 5.51
H 1.83 -1.90 5.51
H 2.15 -1.37 3.89
H -1.27 -2.50 5.72
H 0.18 -2.42 6.34
C -1.38 0.33 -6.13
O -1.02 0.73 -5.03
N -1.68 -0.91 -6.38
N -1.34 1.11 -7.19
H -1.17 -1.61 -5.85
H -1.94 -1.11 -7.34
H -1.45 0.78 -8.13
H -1.41 2.12 -7.15



2.
Below is a 6-piece molecular cluster, C22H36BrCl10NO3S overall at a distorted geometry, with properties calculated with ωB97M-V with the def2-TZVPD basis set.

Properties
- Orbital gap: 9.83 eV
- SMILES string: CC[C@@H](Br)[C@@]1(c2cccnc2)CCCOS1(=O)=O.ClCCCl.ClCCCl.ClCCCl.ClCCCl.ClCCCl

Positions of all 74 atoms, in Å:
C 1.67 -2.48 0.91
C 0.50 -1.76 0.16
C -0.64 -1.18 1.08
Br -0.15 -1.23 2.98
C -1.16 0.24 0.59
C 0.02 1.25 0.43
C 0.49 1.61 -0.87
C 1.60 2.50 -0.82
C 2.11 2.92 0.42
N 1.69 2.63 1.67
C 0.65 1.78 1.57
C -1.81 -0.06 -0.84
C -3.21 -0.74 -0.76
C -4.30 0.21 -0.09
O -3.71 1.35 0.56
S -2.54 0.86 1.62
O -2.22 2.01 2.42
O -3.14 -0.18 2.43
H 2.28 -1.79 1.54
H 2.39 -2.88 0.14
H 1.22 -3.31 1.49
H 0.97 -1.01 -0.51
H 0.04 -2.53 -0.51
H -1.51 -1.87 0.97
H 0.11 1.26 -1.83
H 2.08 2.85 -1.75
H 3.00 3.59 0.39
H 0.22 1.47 2.55
H -1.11 -0.55 -1.53
H -2.00 0.96 -1.26
H -3.53 -0.95 -1.80
H -3.22 -1.71 -0.24
H -4.99 0.55 -0.89
H -4.93 -0.41 0.62
Cl -2.36 6.88 -1.79
C -3.32 5.75 -0.81
C -2.58 4.46 -0.54
Cl -2.38 3.49 -2.02
H -4.27 5.57 -1.32
H -3.54 6.25 0.14
H -3.14 3.85 0.16
H -1.59 4.65 -0.13
Cl 0.18 8.63 -3.46
C 1.21 9.43 -2.25
C 2.26 8.50 -1.69
Cl 1.56 7.21 -0.68
H 0.56 9.82 -1.47
H 1.69 10.27 -2.75
H 2.95 9.06 -1.06
H 2.84 8.03 -2.49
Cl 4.04 -1.80 -1.22
C 5.67 -2.44 -1.57
C 5.63 -3.60 -2.54
Cl 4.88 -5.05 -1.82
H 6.13 -2.73 -0.62
H 6.24 -1.62 -1.99
H 6.64 -3.87 -2.83
H 5.07 -3.34 -3.44
Cl 4.42 -5.17 2.69
C 3.53 -6.71 2.73
C 3.07 -7.14 1.36
Cl 1.79 -6.07 0.73
H 2.69 -6.60 3.42
H 4.21 -7.46 3.14
H 2.65 -8.14 1.40
H 3.89 -7.14 0.64
Cl -2.63 -4.65 1.09
C -4.21 -4.74 1.92
C -5.36 -4.45 0.99
Cl -5.39 -2.75 0.47
H -4.19 -4.04 2.76
H -4.30 -5.75 2.32
H -6.30 -4.65 1.50
H -5.32 -5.08 0.10



3.
Below is C3H9N3S as an isolated structure at a distorted geometry, with properties calculated with ωB97M-V with the def2-TZVPD basis set.

Properties
- Energy relative to the best compared isomer or geometry (same formula, charge and spin): 429.0 kJ/mol
- Orbital gap: 9.24 eV

Positions of all 16 atoms, in Å:
C -2.22 -0.48 -0.04
C -0.12 0.53 -0.56
C 1.33 0.72 -0.08
H -2.30 -0.89 -1.35
H -2.93 -1.23 0.58
H -2.80 0.55 -0.21
H -0.81 0.24 1.50
H -0.05 -0.14 -1.44
H -0.59 1.62 -0.68
H 2.81 2.09 0.26
H 2.62 -0.37 1.16
H 0.21 -1.84 0.51
N -0.85 -0.29 0.50
N 1.87 1.88 0.00
N 2.25 -0.40 -0.01
S 1.59 -1.99 -0.15



4.
Below is an isolated molecule of C5H12N2 at a distorted geometry, with properties calculated with ωB97M-V with the def2-TZVPD basis set.

Properties
- Energy relative to the best compared isomer or geometry (same formula, charge and spin): 182.3 kJ/mol
- Orbital gap: 9.59 eV
- SMILES string: C/N=C(\N)C(C)C

Positions of all 19 atoms, in Å:
C -1.53 0.84 -0.99
C 2.21 -0.01 -1.28
C -1.64 -1.04 0.90
N 0.84 0.22 -0.87
C 0.51 0.16 0.38
N 1.38 0.11 1.43
C -0.96 0.29 0.64
H 1.01 -0.10 2.34
H 2.37 -0.01 1.25
H -1.14 1.00 1.46
H 2.26 0.04 -2.37
H -2.37 0.16 -1.14
H -1.03 0.91 -1.96
H -1.89 1.85 -0.80
H 2.88 0.76 -0.89
H 2.58 -1.00 -0.97
H -2.73 -0.92 0.91
H -1.34 -1.49 1.86
H -1.41 -1.76 0.11